{"formula": "C3H5Cl4NOS", "method": "ωB97M-V/def2-TZVPD", "e_lumo_ev": [-0.1901, -1.1216], "homo_energy_ev": [-8.99, -7.96], "e_above_lowest_kcal_mol": 85.99, "symbols": ["C", "C", "C", "N", "O", "S", "Cl", "Cl", "Cl", "Cl", "H", "H", "H", "H", "H"], "positions_angstrom": [[-0.434830, -1.306661, -1.908329], [-1.874766, -0.068958, -0.532843], [1.183522, 2.324738, 2.987515], [2.137769, -0.356797, -0.728117], [-1.508268, -0.642377, -1.824795], [1.170338, -0.229178, -1.854832], [-0.115932, -2.733462, -0.803920], [-0.254792, 1.848954, 2.190352], [1.706184, 1.094216, 4.199849], [2.431115, 2.931349, 2.069279], [-1.369091, 0.776390, -0.028760], [-1.973477, -0.995396, 0.181936], [-2.883979, 0.233110, -0.829742], [2.123530, -1.211429, -0.201483], [-0.337321, -1.664500, -2.916110]], "forces_ev_per_a": [[5.0, -1.6, -0.5], [-2.1, -2.3, 0.7], [0.0, -1.9, 1.3], [2.3, -0.4, 2.9], [-2.7, 2.5, 1.6], [-3.0, 1.1, -3.5], [-0.5, 0.2, 0.0], [-0.1, 0.3, 0.0], [-0.4, 1.1, -0.7], [0.5, 0.5, -0.5], [0.6, -0.6, -1.1], [0.3, 2.0, -1.1], [0.1, 0.2, 0.8], [-0.1, -0.5, 0.5], [-0.1, -0.6, -0.4]]}

---

{"formula": "C27H17Cl3LuN4O2", "method": "ωB97M-V/def2-TZVPD", "e_lumo_ev": -3.6817, "homo_energy_ev": -10.27, "charge": 1, "symbols": ["Lu", "Cl", "C", "C", "C", "C", "O", "C", "C", "N", "C", "C", "C", "C", "C", "C", "C", "C", "N", "C", "C", "H", "H", "H", "H", "H", "H", "H", "H", "H", "H", "Cl", "C", "C", "C", "Cl", "C", "C", "C", "C", "N", "C", "C", "O", "H", "H", "H", "H", "C", "C", "N", "H", "H", "H"], "positions_angstrom": [[-0.567474, -0.217897, 0.925960], [4.918686, -2.464322, -3.051419], [3.615518, -2.265865, -1.936346], [3.851086, -2.446932, -0.565962], [2.824779, -2.303227, 0.327715], [1.525063, -1.908725, -0.078749], [0.581173, -1.810646, 0.799038], [1.297517, -1.716435, -1.486815], [0.053017, -1.272665, -2.018978], [-0.861231, -0.642006, -1.336270], [-1.938089, -0.021767, -1.973331], [-2.043254, 0.194497, -3.338131], [-3.124434, 0.889517, -3.889410], [-4.130778, 1.366221, -3.093842], [-4.066952, 1.192657, -1.696681], [-5.067220, 1.679616, -0.831064], [-4.922816, 1.514979, 0.521037], [-3.756169, 0.912846, 1.008464], [-2.795933, 0.440362, 0.232698], [-2.948985, 0.531345, -1.118156], [2.360489, -1.942721, -2.388750], [4.837386, -2.718787, -0.223982], [2.969164, -2.486315, 1.382823], [-0.077273, -1.441388, -3.090298], [-1.273878, -0.158817, -4.007587], [-3.146699, 1.043854, -4.957311], [-4.970185, 1.894827, -3.515923], [-5.927459, 2.182486, -1.245130], [-5.673868, 1.851917, 1.216756], [-3.595811, 0.824267, 2.079546], [2.193272, -1.822608, -3.449572], [1.797584, 0.566452, 4.819738], [2.406074, 0.830301, 3.233320], [3.782699, 0.909872, 3.010675], [4.269308, 1.152515, 1.747821], [5.968042, 1.204823, 1.471361], [3.395034, 1.328557, 0.653066], [3.810854, 1.663247, -0.649720], [2.879104, 1.759050, -1.649964], [1.532241, 1.521920, -1.348356], [1.087905, 1.239243, -0.136896], [2.000387, 1.161115, 0.875201], [1.475479, 0.925630, 2.194447], [0.187320, 0.848940, 2.372801], [4.462040, 0.789140, 3.839525], [4.854677, 1.868614, -0.828717], [3.166561, 2.033790, -2.653218], [0.785754, 1.592420, -2.132169], [-3.250787, -1.830291, 4.722181], [-2.498489, -1.480705, 3.569761], [-1.913523, -1.194174, 2.623464], [-4.298182, -1.562534, 4.577812], [-2.862432, -1.302312, 5.593774], [-3.176291, -2.903883, 4.893765]], "forces_ev_per_a": [[-3.1, 0.1, -1.5], [0.1, 0.0, -0.1], [-0.2, 0.0, 0.0], [-0.2, 0.0, -0.2], [-0.5, 0.2, 0.1], [1.2, -0.8, -1.3], [0.5, -1.3, 0.3], [0.5, -0.4, 0.9], [-0.5, 0.3, 0.1], [0.8, -0.5, -0.6], [-0.7, 0.5, -0.6], [0.2, -0.2, 0.6], [-0.3, 0.1, 0.1], [0.2, -0.1, -0.2], [0.3, -0.1, 0.1], [0.2, -0.1, 0.3], [-0.1, 0.0, -0.2], [0.3, -0.1, 0.0], [-0.2, 0.0, 0.1], [-0.1, 0.1, -0.6], [0.1, 0.0, 0.2], [0.1, 0.0, 0.0], [0.1, 0.0, 0.1], [0.0, 0.1, 0.1], [0.1, 0.0, 0.0], [-0.1, 0.0, -0.1], [-0.1, 0.1, -0.1], [-0.1, 0.0, 0.0], [0.0, 0.1, 0.0], [0.0, 0.0, -0.1], [0.0, 0.0, -0.1], [0.1, 0.0, 0.2], [-0.8, -0.1, -0.7], [0.3, 0.1, -0.5], [-0.3, -0.1, 0.4], [0.3, 0.1, 0.1], [-0.4, -0.1, 0.1], [-0.3, 0.0, -0.1], [0.1, 0.1, 0.2], [-0.3, 0.0, 0.2], [0.3, 0.0, -0.1], [0.4, 0.2, 0.4], [1.8, 0.6, 0.4], [0.5, 1.4, 2.0], [0.1, 0.0, 0.1], [0.1, -0.1, -0.1], [0.0, 0.0, -0.1], [0.0, -0.1, 0.0], [-0.5, -0.3, 0.9], [0.8, 0.4, -1.4], [-0.4, -0.2, 0.7], [0.0, 0.0, 0.0], [0.0, 0.0, 0.0], [0.0, 0.0, 0.0]]}

---

{"formula": "C3H10N2OS", "method": "ωB97M-V/def2-TZVPD", "e_lumo_ev": [0.7535, 0.7534], "homo_energy_ev": [-6.78, -6.78], "e_above_lowest_kcal_mol": 75.26, "symbols": ["C", "C", "C", "N", "N", "O", "S", "H", "H", "H", "H", "H", "H", "H", "H", "H", "H"], "positions_angstrom": [[0.918868, -1.502213, 0.462365], [0.931285, 1.053121, 0.205803], [0.326600, -0.277327, -0.167232], [-0.123595, -0.505633, -1.503414], [-2.653122, 0.848917, 0.091967], [-2.173103, -1.525532, -0.389250], [-2.036611, -0.560166, 0.703827], [1.915763, -1.257576, 0.559545], [0.750971, -2.400402, -0.166135], [0.495853, -1.636180, 1.392042], [1.478448, 1.498113, -0.616030], [-0.023695, 1.727747, 0.275470], [1.370146, 0.981808, 1.141621], [-0.850894, -1.180242, -1.504911], [-0.324665, 0.230652, -2.111758], [-3.533495, 0.774391, -0.460188], [-2.613373, 1.657781, 0.686530]], "forces_ev_per_a": [[-1.7, -0.3, -2.4], [-4.4, 0.7, -2.0], [-1.7, -0.4, -2.3], [2.7, 0.2, 2.9], [-1.1, 0.9, -1.6], [-1.1, -1.6, -1.4], [2.2, 0.5, 1.5], [2.5, -0.1, 0.3], [0.2, 0.6, 0.5], [-0.7, -0.5, 2.2], [0.7, -0.1, 0.1], [1.7, -0.7, 0.1], [1.2, 0.2, 1.5], [-1.0, -1.3, 0.0], [-0.3, 1.7, -0.5], [1.0, 0.0, 0.9], [-0.1, 0.1, 0.3]]}

---

{"formula": "C6H10N2", "method": "ωB97M-V/def2-TZVPD", "e_lumo_ev": [-0.6159, -0.6164], "homo_energy_ev": [-8.84, -8.84], "e_above_lowest_kcal_mol": 76.01, "symbols": ["C", "C", "C", "C", "N", "C", "C", "N", "H", "H", "H", "H", "H", "H", "H", "H", "H", "H"], "positions_angstrom": [[-0.703757, -0.421847, 0.577926], [-1.090089, 0.977858, -1.479860], [2.043498, 0.589552, 0.761253], [-0.242293, 0.608546, -0.289994], [-1.998837, -0.832187, 0.548954], [1.042436, 1.083151, -0.149888], [1.164499, -2.031335, 0.412759], [0.441020, -2.930545, 0.534980], [-0.282251, -0.462716, 1.574897], [-2.454185, -0.911342, -0.348348], [-2.252722, -1.562491, 1.197921], [1.419383, 1.659094, -0.990160], [-2.063813, 1.362026, -1.165255], [-0.599194, 1.737614, -2.085565], [-1.269182, 0.115974, -2.130136], [1.750473, 0.600984, 1.810863], [2.071779, -0.621721, 0.588884], [3.023235, 1.039384, 0.630768]], "forces_ev_per_a": [[-1.4, 1.8, 1.2], [0.0, 0.0, 0.1], [0.2, -0.4, 0.3], [0.6, -0.6, -0.4], [1.3, -0.5, -0.4], [-0.1, -0.9, -0.6], [-0.2, -0.4, -0.1], [-0.1, -0.2, 0.0], [0.3, -0.4, -0.3], [0.0, 0.1, 0.0], [0.1, 0.0, -0.1], [-0.2, 0.4, 0.1], [0.0, 0.0, 0.0], [0.0, 0.0, 0.1], [0.0, 0.0, 0.0], [0.0, 0.0, 0.1], [-0.3, 1.1, -0.2], [0.0, 0.1, 0.0]]}

---

{"formula": "C2HClO3", "method": "ωB97M-V/def2-TZVPD", "e_lumo_ev": 0.3857, "homo_energy_ev": -11.47, "smiles": "O=C=O.O=CCl", "e_above_lowest_kcal_mol": 4.93, "symbols": ["O", "C", "O", "O", "C", "Cl", "H"], "positions_angstrom": [[0.635077, -1.277687, 1.917623], [0.987215, -1.279323, 0.814596], [1.353920, -1.305433, -0.291545], [0.419907, 1.211818, -0.028242], [-0.638153, 1.115904, -0.582380], [-1.494223, -0.397295, -0.640746], [-1.263743, 1.932016, -1.189306]], "forces_ev_per_a": [[0.0, 0.0, 0.0], [0.5, -0.2, -0.7], [0.0, -0.3, 0.8], [-1.7, 0.6, -0.8], [0.3, 1.4, -0.5], [-0.6, -0.2, -0.1], [1.6, -1.4, 1.4]]}

---

{"formula": "C3H7IN2O", "method": "ωB97M-V/def2-TZVPD", "e_lumo_ev": 0.4913, "homo_energy_ev": -8.43, "smiles": "CN/N=C\\I.C=O", "e_above_lowest_kcal_mol": 0.00, "symbols": ["C", "N", "N", "C", "I", "H", "H", "H", "H", "H", "C", "O", "H", "H"], "positions_angstrom": [[-1.100860, 1.997104, -0.342944], [0.242814, 1.523601, -0.133370], [0.428572, 0.671212, 0.855536], [1.405199, -0.077960, 0.995496], [3.109637, -0.137407, -0.349878], [-1.083942, 2.750840, -1.130409], [-1.461336, 2.452188, 0.581896], [-1.786633, 1.190888, -0.629351], [0.820193, 1.390152, -0.966162], [1.540084, -0.676980, 1.870121], [1.047011, -3.166480, -0.132136], [0.555298, -2.076897, -0.183212], [0.637747, -3.961200, 0.509162], [1.945032, -3.440807, -0.705138]], "forces_ev_per_a": [[-0.3, -0.1, 0.1], [0.5, 0.5, -0.9], [-0.6, -0.1, 0.6], [1.1, 0.5, -0.1], [-0.3, 0.1, 0.3], [0.0, 0.0, 0.1], [0.0, 0.0, -0.1], [0.0, 0.1, 0.0], [-0.1, -0.1, 0.3], [0.0, -0.3, 0.2], [0.1, -0.3, 0.1], [-0.5, -0.4, -0.3], [-0.1, -0.1, 0.1], [0.1, 0.1, -0.1]]}

---

{"formula": "C3H10N2", "method": "ωB97M-V/def2-TZVPD", "e_lumo_ev": 1.0815, "homo_energy_ev": -9.29, "smiles": "C=N.CCN", "e_above_lowest_kcal_mol": 50.30, "symbols": ["C", "N", "H", "H", "H", "C", "C", "N", "H", "H", "H", "H", "H", "H", "H"], "positions_angstrom": [[-1.422657, 2.247450, 1.823965], [-1.147359, 1.323063, 0.989760], [-2.192258, 2.969412, 1.564908], [-0.744645, 2.466135, 2.656617], [-0.123651, 1.286387, 0.938574], [-0.181442, -1.716908, -0.028493], [0.825885, -1.177752, -1.080386], [1.018707, 0.283291, -1.217930], [0.129151, -1.467188, 0.984308], [-0.244441, -2.778384, -0.232861], [-1.103812, -1.207251, -0.292359], [0.256794, -1.452451, -1.970623], [1.771383, -1.723545, -1.113466], [1.913207, 0.560228, -0.817859], [1.245138, 0.387512, -2.204157]], "forces_ev_per_a": [[0.9, -0.1, -0.7], [0.0, 1.8, -0.8], [-1.1, -0.6, 0.9], [0.0, 0.6, -0.2], [-0.1, -1.7, 0.8], [1.2, 1.4, -0.7], [-1.0, -0.4, -0.5], [0.6, -0.3, -0.1], [-0.2, -0.3, 0.2], [-0.2, -0.2, 0.4], [-0.3, -0.2, 0.5], [0.5, -0.1, -0.5], [0.0, -0.1, 0.3], [-0.2, -0.1, 0.5], [-0.4, 0.4, 0.0]]}